[1]
Molecular formula: C48H45Br4FeGeN2O5P2
Method: DFT, ωB97M-V with the def2-TZVPD basis set

Last column: Mulliken spin population.
Cartesian coordinates (Å):
Fe1 0.02 -0.78 0.53  3.974
Br1 -5.16 -0.98 5.07  0.000
C1 -4.08 -1.27 3.55  0.006
C2 -4.53 -2.04 2.50  0.001
Br2 -6.23 -2.85 2.55  0.001
C3 -3.73 -2.20 1.36  0.037
Br3 -4.25 -3.27 -0.11  0.001
C4 -2.50 -1.58 1.25  -0.030
O1 -1.71 -1.65 0.19  0.034
C5 -2.02 -0.81 2.35  -0.073
O2 -0.82 -0.26 2.22  0.223
C6 -2.81 -0.66 3.47  0.017
Br4 -2.12 0.44 4.85  0.002
O3 0.19 1.26 -2.60  0.060
C7 -0.93 1.91 -3.06  0.016
C8 -1.06 2.29 -4.39  0.000
C9 -2.24 2.89 -4.80  0.001
C10 -3.27 3.08 -3.89  0.000
C11 -3.13 2.67 -2.57  -0.002
C12 -1.95 2.08 -2.14  0.003
P1 -1.67 1.44 -0.44  0.070
C13 -1.15 2.97 0.44  -0.014
C14 -0.84 4.16 -0.24  0.001
C15 -0.39 5.27 0.46  -0.001
C16 -0.27 5.23 1.84  0.001
C17 -0.59 4.06 2.52  0.000
C18 -1.00 2.93 1.83  0.004
C19 -3.39 1.17 0.09  0.005
C20 -3.97 1.75 1.21  0.002
C21 -5.27 1.41 1.58  -0.001
C22 -6.01 0.52 0.81  0.003
C23 -5.44 -0.05 -0.32  -0.003
C24 -4.13 0.26 -0.67  0.011
C25 1.45 1.76 -2.70  0.007
C26 1.75 3.03 -3.18  0.000
C27 3.08 3.42 -3.25  0.005
C28 4.09 2.55 -2.85  -0.002
C29 3.76 1.30 -2.34  0.005
C30 2.44 0.89 -2.23  0.009
P2 1.85 -0.66 -1.45  0.032
C31 3.42 -1.46 -0.99  0.014
C32 3.80 -2.70 -1.50  -0.003
C33 4.96 -3.32 -1.05  0.000
C34 5.75 -2.70 -0.09  0.001
C35 5.38 -1.47 0.43  0.000
C36 4.21 -0.86 -0.01  0.002
C37 1.22 -1.58 -2.88  -0.049
C38 1.96 -1.70 -4.06  -0.004
C39 1.42 -2.35 -5.16  0.000
C40 0.14 -2.88 -5.09  0.000
C41 -0.60 -2.77 -3.92  0.004
C42 -0.06 -2.12 -2.82  0.081
H1 -0.25 2.10 -5.08  0.000
H2 -2.35 3.19 -5.83  0.000
H3 -4.20 3.55 -4.21  0.000
H4 -3.95 2.81 -1.88  0.000
H5 -0.96 4.22 -1.31  0.000
H6 -0.15 6.18 -0.08  0.000
H7 0.07 6.11 2.38  0.000
H8 -0.52 4.03 3.60  0.000
H9 -1.21 2.01 2.37  -0.004
H10 -3.42 2.45 1.82  0.001
H11 -5.70 1.84 2.47  0.000
H12 -7.01 0.25 1.10  0.000
H13 -5.99 -0.76 -0.91  0.000
H14 -3.68 -0.23 -1.53  0.000
H15 0.96 3.69 -3.51  0.000
H16 3.33 4.40 -3.63  0.000
H17 5.13 2.85 -2.92  0.000
H18 4.55 0.64 -2.02  0.002
H19 3.17 -3.20 -2.23  -0.001
H20 5.24 -4.28 -1.45  0.000
H21 6.65 -3.19 0.26  0.000
H22 5.98 -0.99 1.19  0.000
H23 3.91 0.10 0.41  0.002
H24 2.96 -1.27 -4.12  0.000
H25 2.00 -2.43 -6.07  0.000
H26 -0.28 -3.39 -5.95  0.000
H27 -1.60 -3.18 -3.86  0.000
H28 -0.66 -2.03 -1.92  -0.010
C43 1.88 1.66 4.69  0.000
O4 1.79 0.57 3.77  0.002
C44 1.86 0.76 2.46  0.014
O5 1.77 -0.20 1.72  -0.018
N1 2.09 2.04 2.04  0.003
N2 2.06 2.26 0.66  0.004
H29 1.90 1.21 5.68  0.000
H30 0.99 2.30 4.62  0.001
H31 2.79 2.24 4.54  0.000
H32 1.79 2.80 2.63  0.001
H33 2.82 2.88 0.40  -0.001
H34 1.18 2.68 0.38  -0.001
C45 -1.17 -4.19 2.84  0.001
Ge1 0.66 -3.72 2.33  0.004
C46 1.66 -5.40 2.09  0.032
C47 1.50 -2.72 3.79  0.003
C48 0.81 -2.80 0.62  0.606
H35 -1.14 -5.00 3.57  0.000
H36 -1.75 -4.53 1.98  0.000
H37 -1.69 -3.35 3.29  0.001
H38 1.64 -6.01 3.00  0.003
H39 2.70 -5.19 1.84  -0.001
H40 1.22 -5.99 1.28  0.000
H41 1.59 -3.36 4.67  0.000
H42 0.89 -1.85 4.05  0.002
H43 2.49 -2.36 3.50  0.000
H44 0.24 -3.27 -0.18  0.008
H45 1.86 -2.71 0.35  -0.100

Properties
2S+1: 6
LUMO level (spin up / spin down): 0.24 / -0.04 eV
Energy above the lowest of the compared OMol25 structures with the same formula, charge and spin: 0.0 kJ/mol
Total charge: 0
Orbital gap (spin up / spin down): 7.020 / 6.854 eV

=====

[2]
Molecular formula: C24H45Cl10NO
Method: DFT, ωB97M-V with the def2-TZVPD basis set

Last column: Mulliken charge in e.
Cartesian coordinates (Å):
C1 1.69 -4.33 1.69  -0.990
C2 2.89 -4.06 1.22  0.044
C3 3.67 -2.81 1.52  -1.202
C4 3.61 -1.68 0.46  0.413
C5 3.10 -0.35 1.07  -1.393
C6 2.21 0.29 0.00  0.786
C7 0.99 1.11 0.53  0.212
C8 -0.42 0.63 0.18  -0.565
C9 -1.04 -0.36 1.19  -0.515
C10 -1.08 -1.83 0.70  0.628
C11 -2.48 -2.47 0.72  -0.678
C12 -2.68 -3.62 -0.28  -0.539
C13 -1.43 -4.46 -0.60  -0.757
C14 1.95 -0.84 -0.99  -0.280
O1 1.22 -0.76 -1.95  -0.654
N1 2.73 -1.94 -0.68  -0.027
H1 1.17 -5.25 1.44  0.333
H2 1.18 -3.63 2.34  0.238
H3 3.38 -4.80 0.58  0.368
H4 4.72 -3.09 1.64  0.345
H5 3.34 -2.42 2.49  0.458
H6 4.64 -1.55 0.09  0.443
H7 3.94 0.30 1.32  0.263
H8 2.52 -0.54 1.98  0.445
H9 2.83 0.97 -0.59  0.473
H10 1.08 1.16 1.62  -0.445
H11 1.10 2.13 0.17  -0.166
H12 -1.05 1.52 0.12  0.305
H13 -0.44 0.18 -0.81  0.202
H14 -0.49 -0.30 2.13  0.201
H15 -2.07 -0.04 1.42  0.433
H16 -0.69 -1.88 -0.32  0.198
H17 -0.40 -2.43 1.31  -0.667
H18 -2.71 -2.83 1.73  0.117
H19 -3.22 -1.69 0.51  0.322
H20 -3.06 -3.19 -1.22  0.286
H21 -3.48 -4.27 0.09  0.376
H22 -1.69 -5.51 -0.73  0.363
H23 -0.68 -4.40 0.19  -0.089
H24 -0.94 -4.14 -1.52  0.324
H25 3.19 -2.27 -1.52  0.331
Cl1 -1.53 0.32 -6.71  -0.212
C15 -0.17 0.45 -5.57  -0.426
C16 -0.57 1.09 -4.26  -0.238
Cl2 -0.97 2.82 -4.46  -0.134
H26 0.62 1.02 -6.06  0.363
H27 0.19 -0.56 -5.37  0.298
H28 0.26 1.03 -3.56  0.019
H29 -1.43 0.60 -3.83  0.311
Cl3 -0.46 6.73 -5.27  -0.178
C17 -1.99 5.91 -5.69  -0.404
C18 -2.93 6.81 -6.45  -0.458
Cl4 -3.56 8.13 -5.43  -0.195
H30 -2.44 5.56 -4.76  0.299
H31 -1.73 5.04 -6.30  0.294
H32 -3.79 6.23 -6.78  0.312
H33 -2.43 7.26 -7.30  0.332
Cl5 1.42 4.67 -1.28  -0.181
C19 0.20 5.86 -0.76  -0.465
C20 -0.12 5.73 0.71  -0.474
Cl6 -0.99 4.21 1.07  -0.160
H34 -0.68 5.71 -1.37  0.272
H35 0.62 6.85 -0.95  0.337
H36 -0.77 6.55 1.02  0.380
H37 0.78 5.74 1.31  0.285
Cl7 -4.87 -4.33 3.14  -0.158
C21 -3.94 -5.33 4.29  -0.469
C22 -2.52 -5.53 3.83  -0.369
Cl8 -2.43 -6.54 2.36  -0.178
H38 -4.46 -6.28 4.38  0.326
H39 -3.95 -4.81 5.25  0.298
H40 -1.96 -6.05 4.61  0.382
H41 -2.04 -4.58 3.61  0.181
Cl9 0.68 1.32 4.49  -0.172
C23 2.10 2.37 4.72  -0.418
C24 3.40 1.62 4.52  0.131
Cl10 3.68 0.40 5.78  -0.195
H42 2.04 2.78 5.72  0.408
H43 2.03 3.17 3.99  0.201
H44 4.23 2.32 4.55  0.379
H45 3.40 1.11 3.56  -0.268

Properties
LUMO level: 0.34 eV
Total charge: 0
Orbital gap: 9.964 eV

=====

[3]
Molecular formula: C5H8O2
Method: DFT, ωB97M-V with the def2-TZVPD basis set

Last column: natural (NBO) charge in e.
Cartesian coordinates (Å):
C1 -0.63 -1.48 0.65  -0.602
C2 -0.16 -0.27 -0.17  0.137
O1 -0.67 -0.51 -1.47  -0.690
C3 -0.73 1.04 0.43  -0.064
O2 -0.87 2.06 -0.52  -0.702
C4 1.31 -0.16 -0.19  -0.043
C5 2.51 0.00 -0.16  -0.240
H1 -1.71 -1.56 0.52  0.224
H2 -0.39 -1.36 1.71  0.215
H3 -0.16 -2.39 0.26  0.228
H4 -0.25 0.10 -2.08  0.474
H5 -0.08 1.34 1.27  0.171
H6 -1.73 0.86 0.83  0.186
H7 -0.01 2.20 -0.94  0.462
H8 3.57 0.13 -0.13  0.243

Properties
LUMO level: 0.75 eV
Energy above the lowest of the compared OMol25 structures with the same formula, charge and spin: 234.7 kJ/mol
Total charge: 0
Orbital gap: 10.940 eV

=====

[4]
Molecular formula: CHCoF3NO6S2
Method: DFT, ωB97M-V with the def2-TZVPD basis set

Last column: Mulliken spin population.
Cartesian coordinates (Å):
N1 0.66 -0.02 -0.19  0.088
S1 0.78 -1.60 -1.06  -0.078
O1 2.28 -1.79 -1.12  0.388
O2 0.16 -2.49 -0.01  0.641
S2 -0.72 0.70 -0.03  0.005
O3 -1.73 0.54 -1.08  0.003
O4 -0.33 2.13 0.29  0.033
C1 -1.56 0.13 1.53  -0.001
F1 -2.54 -0.69 1.19  0.002
F2 -0.69 -0.50 2.30  -0.001
F3 -2.06 1.16 2.18  0.001
O5 2.24 2.42 -1.92  0.182
Co1 1.59 1.78 -0.31  2.691
O6 3.35 1.64 -1.23  0.047
H1 3.49 0.88 -1.80  0.000

Properties
2S+1: 5
LUMO level (spin up / spin down): -0.29 / -5.36 eV
Total charge: 0
Orbital gap (spin up / spin down): 10.016 / 5.339 eV

=====

[5]
Molecular formula: C19H19ClN6O8RuS3
Method: DFT, ωB97M-V with the def2-TZVPD basis set

Last column: Mulliken spin population.
Cartesian coordinates (Å):
Ru1 0.19 -0.33 0.23  0.963
N1 -3.02 -3.01 -1.91  -0.005
C1 -2.08 -2.29 -1.21  0.016
S1 -1.35 -0.95 -1.98  -0.126
N2 -1.90 -2.64 0.04  -0.011
N3 -0.90 -2.11 0.71  -0.026
C2 -0.85 -2.28 2.00  0.034
C3 0.45 -2.18 2.61  -0.020
C4 0.72 -2.45 3.95  0.002
C5 2.04 -2.37 4.38  0.001
C6 3.04 -2.06 3.47  0.007
C7 2.68 -1.82 2.15  0.004
N4 1.43 -1.86 1.74  0.074
H1 -2.90 -2.92 -2.91  0.000
H2 -3.16 -3.95 -1.57  0.000
H3 -1.74 -2.57 2.56  -0.001
H4 -0.09 -2.71 4.61  0.000
H5 2.28 -2.55 5.42  0.000
H6 4.07 -1.99 3.78  -0.001
H7 3.42 -1.59 1.39  0.002
O1 1.42 -2.50 -3.35  -0.001
S2 1.97 -1.42 -2.55  0.002
O2 3.41 -1.38 -2.50  0.000
O3 1.35 -1.44 -1.20  0.014
C8 1.54 0.08 -3.51  0.005
C9 1.80 -0.16 -4.86  -0.001
C10 1.65 0.83 -5.81  0.000
C11 1.22 2.09 -5.42  0.000
C12 0.96 2.34 -4.09  0.000
C13 1.14 1.35 -3.12  -0.003
S3 0.83 1.93 -1.45  -0.010
O4 1.13 3.34 -1.47  0.006
O5 -0.58 1.64 -1.16  0.043
O6 1.69 1.14 -0.55  -0.001
H8 2.12 -1.16 -5.13  0.000
H9 1.89 0.62 -6.85  0.000
H10 1.09 2.87 -6.16  0.000
H11 0.64 3.32 -3.76  0.000
Cl1 3.51 1.64 4.71  0.001
C14 1.97 1.86 3.86  0.003
C15 1.92 1.05 2.53  -0.003
O7 2.96 0.81 1.95  -0.002
O8 0.71 0.75 2.23  0.032
H12 1.86 2.92 3.64  0.000
H13 1.17 1.53 4.53  0.000
C16 -4.95 2.04 0.11  0.000
N5 -3.68 1.69 0.70  -0.001
C17 -3.02 2.37 1.69  0.001
C18 -1.86 1.69 1.92  0.004
N6 -1.81 0.61 1.08  0.003
C19 -2.91 0.65 0.36  -0.005
H14 -5.47 2.75 0.76  0.000
H15 -5.57 1.15 -0.01  0.000
H16 -4.81 2.50 -0.87  0.000
H17 -3.43 3.26 2.15  0.000
H18 -1.07 1.90 2.60  0.000
H19 -3.15 -0.05 -0.43  -0.002

Properties
2S+1: 2
LUMO level (spin up / spin down): 1.59 / 1.81 eV
Energy above the lowest of the compared OMol25 structures with the same formula, charge and spin: 337.6 kJ/mol
Total charge: -1
Orbital gap (spin up / spin down): 6.807 / 7.011 eV

=====

[6]
Molecular formula: C3H6N4Si
Method: DFT, ωB97M-V with the def2-TZVPD basis set

Last column: natural (NBO) charge in e.
Cartesian coordinates (Å):
C1 -1.92 0.83 -0.69  -0.324
C2 -3.26 1.08 -0.15  0.071
C3 -1.54 -0.45 -0.50  0.385
N1 -3.92 0.16 0.44  -0.260
N2 -2.32 -1.40 0.08  -0.250
N3 -3.45 -1.10 0.51  0.025
N4 0.31 -1.19 -0.93  -1.027
Si1 1.36 -0.72 0.41  1.065
H1 -1.37 1.46 -1.38  0.255
H2 -3.65 2.07 0.01  0.213
H3 0.04 -2.18 -0.86  0.371
H4 0.41 -0.63 1.44  -0.196
H5 2.21 -1.90 0.55  -0.168
H6 1.89 0.55 -0.23  -0.161

Properties
LUMO level: -0.21 eV
Energy above the lowest of the compared OMol25 structures with the same formula, charge and spin: 276.8 kJ/mol
Total charge: 0
Orbital gap: 9.503 eV